Record 1
ORCA calculation (the ωB97M-V functional and the def2-TZVPD basis) on C33H57BrMnN2O2Si as an isolated structure in a non-equilibrium geometry.

Results
DFT total energy in eV: -151460.7524
Highest occupied orbital energy (spin up / spin down) in eV: -6.41 / -7.11
E_LUMO (spin up / spin down) in eV: 0.13 / 0.13
Frontier orbital gap (spin up / spin down) in eV: 6.5 / 7.2
Multiplicity: 6
Total charge: 0

Geometry as XYZ:
```
97
Properties=species:S:1:pos:R:3:forces:R:3:mulliken_charge:R:1
Br 1.320077 2.655567 1.143563 0.43 0.33 0.74 -0.628
Mn 0.150058 1.179481 -0.432770 -0.68 2.62 1.78 -1.837
Si 1.874010 1.714333 -2.929217 -0.68 -0.65 0.72 0.972
O 2.034579 -2.409346 -3.363597 -0.18 0.06 -0.42 -0.024
O 0.820857 -0.769867 -4.742860 0.16 -0.83 -2.84 1.581
N -0.636996 -0.100446 0.800358 0.02 -1.37 0.41 1.828
N -1.709469 2.217844 -0.382500 -0.91 0.52 -0.56 1.505
C -2.509790 -2.128163 0.085117 -0.41 -0.38 -0.27 -1.564
C 0.763532 -2.933477 -2.955827 0.81 0.57 0.79 2.129
C -2.879937 2.319638 -2.549249 0.80 0.51 0.31 0.757
C 3.514681 -4.038416 -2.394574 0.65 -1.10 0.40 -1.324
C -2.065830 2.940916 -1.565092 0.05 0.23 0.05 -0.702
C -2.242043 4.067492 -4.106834 -0.33 0.01 -0.61 -1.019
C -1.501516 4.216857 -1.801303 -0.22 -0.49 -0.27 0.973
C 1.937438 -0.837381 -5.661951 1.35 0.89 0.38 -0.092
C -3.579489 1.038910 -2.223413 -0.36 -0.66 -0.29 -0.536
C 0.679569 -4.080523 0.695541 0.78 -1.39 -0.36 -0.877
C -2.935602 2.880836 -3.827374 0.09 0.36 0.39 -0.853
C 0.300052 -3.958541 -3.929131 -0.50 -0.35 -0.48 -1.644
C 1.166701 -1.769110 1.160260 -0.48 0.12 -0.24 1.645
C -1.068316 -2.444078 0.390539 0.59 0.49 0.11 0.894
C -2.217871 1.434829 1.810490 0.57 -0.21 -1.09 -2.503
C -0.814920 5.008889 -0.721381 0.24 0.14 -0.16 -1.428
C 2.108099 -0.740120 1.719584 0.52 -0.12 0.24 -1.549
C 1.071317 2.398984 -4.522982 0.08 -0.11 -0.25 -0.853
C -1.584414 -0.691528 -4.509122 -0.62 -0.20 -0.32 -0.219
C -2.466258 2.264583 0.691771 0.21 -0.29 0.12 1.507
C 3.619084 1.062749 -3.300715 -0.39 0.40 -0.03 -1.095
C 0.825529 0.313734 -1.985835 0.57 -0.96 -4.48 2.232
C -1.396387 0.289093 1.799435 -0.42 -0.19 0.51 1.322
C 1.907445 -2.141409 -6.350665 -0.48 -1.04 -0.20 -1.225
C 3.143400 -2.586340 -2.519744 -0.03 0.14 -0.27 -0.057
C -0.145138 -1.436723 0.744608 -0.58 -0.11 1.10 -0.697
C -0.425465 -0.544643 -5.427392 0.06 1.07 0.22 -0.766
C -1.483057 -0.594642 3.016675 -0.16 0.23 0.52 -1.658
C 2.197127 3.316758 -1.983205 0.17 -0.33 -0.56 -1.179
C 1.571358 -3.105656 1.098894 0.49 0.45 -0.20 -0.511
C -3.652766 3.200074 0.768797 -0.15 0.16 -0.15 -1.589
C -1.559428 4.730796 -3.101761 -0.14 -0.04 0.59 -0.665
C -0.619447 -3.758587 0.381903 -1.16 -0.29 -0.83 -0.814
H 1.568874 2.037762 -5.446975 -0.31 0.12 0.37 0.430
H 0.121762 -2.054780 -2.970030 -0.46 -0.38 0.48 -0.923
H -1.924567 0.034591 3.791480 -0.08 -0.44 0.20 0.522
H -2.123991 -1.460249 2.811369 0.08 0.15 0.19 0.184
H -1.059250 5.686240 -3.254069 -0.17 -0.17 -0.31 0.409
H 2.614547 -0.134992 0.950411 -0.31 -0.11 0.19 0.039
H 0.805822 -3.323964 -1.921249 0.02 0.21 -0.42 -0.448
H -3.556832 2.388562 -4.573951 0.17 0.16 -0.03 0.435
H 2.740148 -2.217852 -7.023899 0.37 0.05 -0.49 0.481
H 1.096762 -4.686271 -4.112676 -0.34 -0.11 0.07 0.335
H 1.003996 -0.594165 -3.820447 0.11 1.10 2.70 -1.632
H 4.607805 -4.113187 -2.220320 -0.60 -0.12 0.16 0.437
H -0.411679 -1.269810 -6.216614 -0.37 -0.33 -0.27 0.383
H -1.706830 -1.726932 -4.189954 -0.09 0.04 -0.03 0.218
H -2.919543 -2.947451 -0.525038 0.00 0.17 0.20 0.491
H -2.827414 1.609958 2.661465 -0.24 0.03 0.67 0.363
H -2.453470 -0.382669 -5.089213 -0.21 -0.14 0.08 0.560
H 3.310014 -4.651449 -3.304189 0.06 0.71 0.50 0.211
H 2.976605 -4.502856 -1.543174 0.36 0.10 -0.46 0.221
H -3.338609 4.244144 0.623128 -0.08 -0.30 -0.02 0.189
H -3.115694 -2.085695 1.006098 0.20 0.06 -0.29 0.266
H 2.680118 3.099983 -1.034861 0.03 0.24 0.02 0.252
H 1.265623 3.867377 -1.798089 0.36 -0.04 -0.03 0.150
H -0.147058 4.385898 -0.129390 -0.08 -0.01 0.15 0.160
H -1.508272 5.516236 -0.034549 0.01 -0.26 -0.20 0.345
H 4.224579 1.231440 -2.413880 0.18 0.00 0.08 0.344
H 1.314652 -0.647561 -1.750856 0.08 0.54 -0.02 -0.421
H -2.272489 4.512337 -5.112639 -0.02 -0.33 0.47 0.351
H -1.337555 -4.518603 0.013226 0.61 0.29 0.44 0.372
H 2.919807 -2.133754 -1.551009 0.20 -0.05 0.23 0.021
H 1.217361 3.496126 -4.494663 -0.18 -0.51 -0.07 0.521
H -2.694712 -1.197525 -0.468912 0.39 -0.18 0.32 -0.118
H -4.315808 1.089660 -1.403936 0.34 0.23 -0.22 0.338
H -0.245694 0.046355 -2.366617 1.74 0.58 0.45 -0.368
H -0.601649 -4.428262 -3.527818 0.13 -0.27 -0.10 0.385
H -0.305624 0.445255 -5.876649 -0.43 0.01 0.13 0.486
H 2.878513 3.914519 -2.627873 -0.39 -0.18 0.31 0.403
H -0.516765 -0.971357 3.388676 -0.23 0.21 -0.38 0.232
H -4.145862 3.117738 1.736972 0.08 0.02 -0.02 0.487
H 3.951597 -2.004833 -2.989095 -0.20 -0.21 0.18 0.456
H -2.862370 0.260675 -1.932436 -0.07 0.16 0.03 -0.522
H -0.205989 5.789759 -1.189992 -0.08 -0.04 0.11 0.430
H 1.982298 -2.969879 -5.635931 -0.04 0.37 -0.27 0.131
H -1.544858 -0.055655 -3.639971 0.10 0.27 0.04 -0.512
H -4.114576 0.675464 -3.115105 0.09 0.07 0.27 0.458
H -4.408137 2.967569 -0.000289 0.35 0.07 0.14 0.239
H 0.971821 -2.220073 -6.925570 0.54 -0.34 -0.03 0.445
H 0.020110 -3.511372 -4.894476 0.11 -0.12 0.25 0.347
H 1.641813 -0.042163 2.427703 -0.04 -0.14 -0.39 0.274
H 4.028514 1.651885 -4.124542 0.16 0.02 0.03 0.323
H -0.012594 2.203686 -4.582569 0.32 0.17 0.01 -0.243
H 3.684197 0.017131 -3.559807 0.05 -0.26 0.05 -0.071
H 2.630416 -3.341448 1.313813 -0.76 0.02 0.04 0.335
H 2.872383 -0.673666 -5.073824 -1.06 -0.12 -0.52 0.005
H 1.031629 -5.123678 0.543527 -0.31 0.77 0.35 0.332
H 2.883287 -1.288408 2.273208 -0.04 0.24 -0.13 0.542
H 1.786366 -0.001258 -6.362567 0.22 -0.18 0.28 0.477
```
Forces are in eV/Å.



Record 2
ORCA calculation (the ωB97M-V functional and the def2-TZVPD basis) on C33H57ClN2O2PdSi as an isolated structure in a non-equilibrium geometry.

Results
DFT total energy in eV: -66098.0199
Highest occupied orbital energy (spin up / spin down) in eV: -5.69 / -6.92
E_LUMO (spin up / spin down) in eV: 0.27 / -0.22
Frontier orbital gap (spin up / spin down) in eV: 6.0 / 6.7
Multiplicity: 3
Total charge: 0

Geometry as XYZ:
```
97
Properties=species:S:1:pos:R:3:forces:R:3:mulliken_charge:R:1
Pd 1.677415 -0.276960 0.579964 0.88 -0.42 0.53 -1.025
Cl 1.014908 -1.811269 2.297791 -0.05 -0.95 0.66 -0.631
Si 0.268546 -2.725110 -0.820438 0.78 1.12 1.43 0.194
O -3.242905 -1.121252 0.906633 -0.04 -0.02 1.33 -0.075
O -2.816175 -0.970182 -1.607499 -0.15 -0.24 -0.20 1.349
N 2.030709 1.198612 2.062975 0.62 0.83 -0.68 0.328
N 2.619359 1.021253 -0.752935 0.77 0.98 -0.62 2.069
C 3.318141 2.922304 3.201983 0.56 0.39 0.02 -1.537
C 1.504168 1.411630 -2.935594 -0.15 -0.61 0.03 0.474
C -2.603827 -0.373898 -2.938938 0.43 -0.71 0.58 -0.525
C 0.854447 0.862145 4.166673 -0.48 0.36 -0.88 1.192
C -0.149317 -2.881746 -2.605227 -0.10 -0.66 -1.14 -0.906
C -0.562648 -4.041324 0.220385 -0.12 -0.17 -0.09 -1.154
C -0.145833 -0.984182 -0.324545 -2.43 2.31 1.56 1.231
C 2.013765 0.105699 4.713084 0.10 -0.26 0.32 -1.370
C -2.243687 1.047245 -2.711292 -0.07 0.85 0.22 -0.610
C -4.280987 0.961750 0.245829 -0.74 0.85 0.03 -1.785
C 2.428050 0.711381 -2.120319 0.36 0.21 -0.55 -1.339
C -3.300739 -1.566379 3.417255 0.07 -0.16 -0.32 -1.285
C 0.919262 1.436082 2.873093 -0.26 0.30 1.37 0.228
C 3.610324 1.838504 -0.398251 -0.91 -0.86 -0.37 1.249
C -0.113162 2.267722 2.382762 0.25 -0.42 0.58 1.318
C -3.519507 -2.243043 -1.483025 1.12 -0.48 0.13 0.499
C 4.323043 -0.959369 -1.891549 0.29 -0.18 0.08 -1.902
C -0.329645 1.002106 4.880002 -0.03 0.03 0.41 -0.986
C 3.078739 2.007230 2.040383 -1.23 -0.64 -0.20 1.058
C 0.056058 2.985968 1.088841 0.03 0.16 -0.78 -1.091
C -2.693492 -1.879739 2.059194 0.43 0.19 -0.93 0.506
C 0.856497 2.701044 -2.514300 -0.46 0.51 0.07 -0.786
C -3.179008 0.325560 0.984835 0.95 -1.86 0.86 1.015
C 3.193607 -0.339740 -2.676034 -0.30 0.13 0.48 1.965
C -1.369047 1.783712 4.396202 -0.30 0.34 -0.64 -1.039
C 4.448251 2.474655 -1.463750 0.59 0.54 0.10 -1.628
C -4.960690 -2.004608 -1.373597 -1.06 -0.08 0.15 -1.450
C -1.254255 2.439318 3.156088 0.32 -0.65 0.78 -0.691
C 1.826583 -0.270680 -4.644912 -0.72 0.15 -0.96 -1.163
C 2.147901 -2.981943 -0.591354 -0.22 0.22 -0.27 -0.721
C 1.158753 0.854659 -4.172379 0.28 0.11 0.25 -0.749
C 2.859941 -0.827152 -3.932296 0.62 -0.50 0.15 -0.599
C 3.921299 2.146342 0.923027 0.56 0.59 0.45 -2.433
H 0.552543 -3.607681 -3.048489 -0.29 0.14 -0.09 0.539
H 2.921744 0.713351 4.693378 -0.06 -0.32 -0.01 0.174
H -0.315039 -3.926212 1.283041 0.02 0.07 -0.34 0.273
H 2.301727 -3.900183 -0.007666 0.17 0.24 -0.19 0.592
H -1.164166 -3.274248 -2.768473 0.22 0.02 0.01 0.392
H 2.159820 -0.805950 4.126781 0.19 0.21 0.12 0.202
H 0.372613 1.336273 -4.763980 0.36 -0.16 0.08 0.449
H 4.310273 3.351929 3.031803 -0.22 0.22 0.35 0.498
H 3.316373 2.409049 4.167805 -0.12 0.19 -0.27 0.230
H -2.287357 1.902016 4.965426 0.14 -0.04 0.03 0.416
H -5.259368 -1.585035 -0.419818 0.18 -0.02 0.12 0.221
H -2.854623 -2.939182 1.750842 -0.03 0.72 0.36 0.226
H -1.649011 -4.068576 0.115022 0.00 -0.08 -0.01 0.324
H 5.065610 3.211590 -0.941773 0.16 -0.07 -0.45 0.513
H 1.582695 3.420166 -2.090906 -0.38 -0.42 -0.02 0.320
H -3.264451 -2.862959 -2.347496 0.07 0.20 0.02 0.505
H 5.270894 -0.390715 -1.988741 -0.50 -0.25 -0.04 0.383
H 3.435312 -1.674721 -4.335141 -0.35 0.42 0.13 0.391
H -0.418172 0.498781 5.853195 0.00 0.30 -0.41 0.354
H -3.073545 -2.678695 -0.565193 -0.52 0.14 -0.81 -0.573
H -0.172176 -5.007157 -0.122521 -0.09 -0.01 0.06 0.472
H 0.371976 3.203607 -3.379549 0.38 -0.37 0.38 0.477
H -4.254575 0.791330 -0.821980 -0.05 -0.07 -0.07 0.126
H 5.091818 1.735696 -1.953515 -0.11 0.17 0.03 0.180
H -1.846140 -0.940461 -3.478863 0.09 -0.03 0.23 0.332
H 2.658219 -2.140548 -0.046473 -0.39 -1.03 -0.53 0.007
H -3.086358 1.599802 -2.276901 0.24 -0.04 -0.28 0.417
H 0.682704 3.887262 1.209065 -0.10 -0.31 -0.08 0.414
H -0.913996 3.323264 0.688101 0.25 -0.10 0.15 0.442
H 0.044305 2.539356 -1.781745 0.55 0.18 -0.06 -0.221
H -1.597601 -1.731156 2.123293 -0.46 -0.04 -0.15 -0.247
H -2.977357 -0.574301 3.776864 -0.29 -0.42 -0.09 0.100
H -2.904050 -2.322004 4.120544 -0.28 0.37 -0.23 0.445
H -1.390976 1.168117 -2.033804 -0.21 -0.31 -0.21 -0.355
H 2.567929 3.727054 3.225129 0.20 -0.22 0.01 0.226
H -5.387108 -1.377891 -2.157380 0.15 -0.11 -0.20 0.294
H 2.556681 -3.071281 -1.612099 0.23 -0.08 0.48 0.256
H -2.041666 3.082592 2.792874 -0.18 0.08 0.01 0.492
H -0.075789 -0.016770 -0.941155 -0.46 -1.62 0.34 0.431
H 4.806694 2.767693 1.084008 -0.38 -0.18 -0.15 0.206
H -5.264755 0.685378 0.624410 0.00 -0.08 0.06 0.353
H 0.545524 2.340427 0.334925 -0.17 0.34 0.38 -0.226
H -0.704748 -0.765457 0.721032 1.14 -0.59 -2.73 -0.337
H -5.365201 -2.998539 -1.465612 -0.74 -0.35 -0.02 0.508
H -4.392544 -1.649715 3.347177 0.17 0.14 0.32 0.319
H 1.823978 -0.174796 5.752629 0.01 0.01 -0.06 0.463
H -0.052999 -1.951226 -3.179854 0.20 -0.13 0.26 -0.276
H -2.206062 0.614860 0.594665 0.22 0.34 -0.05 -0.605
H -4.146152 2.028660 0.433076 -0.24 0.19 -0.23 0.409
H -3.191597 0.581324 2.036058 -0.06 0.40 0.19 0.428
H 3.880881 3.001075 -2.243816 -0.04 -0.30 0.27 0.252
H 1.544978 -0.685039 -5.617231 0.11 0.10 0.30 0.374
H -1.955181 1.491219 -3.657691 -0.04 0.18 -0.16 0.482
H 4.092269 -1.017800 -0.816036 0.18 0.09 -0.50 0.193
H -2.055228 -1.003004 -0.945279 1.23 0.45 -0.07 -1.310
H 4.497989 -1.980272 -2.263810 0.10 0.35 0.19 0.432
H -3.552404 -0.536642 -3.416917 -0.44 0.19 -0.32 0.419
```
Forces are in eV/Å.